The following is a quantum chemistry calculation of C4H3CuMgO as an isolated structure at a distorted geometry, from OMol25.

The spin multiplicity is 2. The value obtained for the HOMO energy (spin up / spin down) is -9.9010 / -12.0123 eV. Its LUMO energy (spin up / spin down) is -6.0 / -6.0 eV. As for the expectation value of S²: 0.77. As for the charge: +1. As for the largest force on an atom: 0.050 Eh/bohr. Its energy above the lowest of the compared OMol25 structures with the same formula, charge and spin is 0.000 eV. The calculation puts the electronic energy at -56314.9763 eV.

Geometry (Å):
C: -0.52736 -1.08976 1.95760
C: -1.04645 -0.96309 0.76275
H: -0.99102 -1.15628 2.94914
H: -2.07654 -0.98040 0.38103
Mg: 1.19568 -1.26210 0.70808
C: 0.47170 -0.40570 -1.13532
C: 0.97903 0.77848 -1.37083
O: 1.12409 1.95838 -1.16170
H: 0.29134 -1.10944 -1.95187
Cu: 0.57953 4.22992 -1.13888

=====

The following is a quantum chemistry calculation of a 2-piece molecular cluster, C4H10N overall at a distorted geometry, from OMol25.

The spin multiplicity is 1. The value obtained for the HOMO energy is -13.4645 eV. Its LUMO energy is -5.8 eV. As for the charge: +1. As for the largest force on an atom: 0.028 Eh/bohr. Its energy above the lowest of the compared OMol25 structures with the same formula, charge and spin is 2.240 eV. The calculation puts the electronic energy at -5791.6182 eV.

Geometry (Å):
C: 1.73878 0.67358 -1.14764
N: 1.04492 0.12704 -2.04974
H: 2.81426 0.59697 -1.04086
H: 1.30893 1.20545 -0.30812
H: 0.02942 0.24488 -2.02638
H: 1.41120 -0.56498 -2.67877
C: -0.50711 0.48434 2.04429
C: -0.62348 -0.48650 0.88145
C: -1.77120 -0.91317 0.35652
H: -0.12431 0.01160 2.94184
H: -1.49710 0.89145 2.23760
H: 0.16566 1.29045 1.74623
H: 0.30570 -1.00817 0.64832
H: -1.87884 -1.78997 -0.26394
H: -2.67071 -0.38508 0.65020

=====

The following is a quantum chemistry calculation of C26H21Br46F5O4 as an isolated structure at a distorted geometry, from OMol25.

The spin multiplicity is 1. The value obtained for the HOMO energy is -9.9394 eV. Its LUMO energy is -1.3 eV. As for the largest force on an atom: 0.105 Eh/bohr. The calculation puts the electronic energy at -3271023.4326 eV.

Geometry (Å):
O: -1.00760 3.74613 4.60641
C: -2.06086 3.91312 3.96048
Br: -3.58707 4.78396 4.89766
C: -2.24161 3.50408 2.41403
O: -3.54203 4.06077 1.99952
C: -3.81451 3.45952 0.74523
O: -2.88394 3.39396 -0.10539
O: -5.07553 2.95600 0.33262
C: -5.54073 1.93143 1.20762
F: -6.52263 1.19238 0.45096
F: -6.27753 2.46211 2.32575
C: -4.43240 0.88584 1.64901
C: -4.34288 0.57594 3.18963
C: -3.31749 -0.46238 3.73830
C: -2.35146 -1.22289 2.75473
C: -2.49236 -0.87060 1.25924
C: -1.56414 -1.64575 0.20972
F: -2.42816 -2.04406 -0.87012
F: -0.55917 -0.84685 -0.37782
F: -1.01899 -2.80098 0.85611
C: -3.49271 0.15537 0.66404
H: -2.25150 2.35051 2.32972
H: -1.36062 3.96060 1.85375
H: -5.00931 1.08429 3.95758
H: -3.31199 -0.67742 4.85520
H: -1.60483 -1.99392 3.19317
H: -3.55805 0.38480 -0.44742
C: -5.23244 5.51054 -2.67606
Br: -5.28217 4.57223 -4.37388
Br: -3.74803 6.75641 -2.58024
Br: -6.92404 6.37359 -2.28020
H: -5.06888 4.76075 -1.90325
C: 0.09859 -2.86667 -3.87664
Br: -1.22281 -1.79128 -4.80573
Br: 0.02287 -4.73060 -4.41731
Br: 1.88986 -2.14601 -4.07232
H: -0.14891 -2.82768 -2.81642
C: -1.17543 10.08071 -3.53003
Br: 0.14329 11.47399 -3.81608
Br: -0.47671 8.64175 -2.43285
Br: -2.83256 10.79138 -2.81556
H: -1.40563 9.65472 -4.50526
C: 2.77131 3.66896 5.31909
Br: 3.46549 2.13539 4.35450
Br: 3.82821 4.06867 6.89579
Br: 2.57982 5.21748 4.16785
H: 1.77275 3.40337 5.66352
C: 0.12749 1.92173 -3.31673
Br: 1.91073 2.11453 -2.58171
Br: -1.15778 1.41908 -1.95672
Br: -0.43459 3.50676 -4.28121
H: 0.16652 1.10632 -4.03830
C: 5.49878 3.55069 -4.25071
Br: 3.97978 4.46722 -5.03436
Br: 5.69088 3.95680 -2.36324
Br: 5.42917 1.63881 -4.57190
H: 6.39039 3.92650 -4.74987
C: 1.45721 -2.18919 5.00359
Br: 0.82068 -2.62476 6.78250
Br: 2.28157 -3.71264 4.13318
Br: 0.05661 -1.41436 3.90261
H: 2.23039 -1.43051 5.11933
C: 6.40586 -0.79177 -8.30138
Br: 8.18548 -0.60724 -7.55239
Br: 5.10472 -1.28752 -6.95137
Br: 5.86437 0.79637 -9.27412
H: 6.44569 -1.60814 -9.02059
C: -3.65716 -6.32064 -0.43497
Br: -3.51735 -5.74587 1.41288
Br: -2.10717 -5.79531 -1.47665
Br: -4.00509 -8.22382 -0.57228
H: -4.51704 -5.80800 -0.86315
C: -1.20228 7.81486 4.06222
Br: -1.25283 6.88070 2.36131
Br: 0.28603 9.05538 4.16172
Br: -2.89385 8.67704 4.45265
H: -1.04209 7.06369 4.83492
C: 2.12362 -2.52527 11.05728
Br: 3.27037 -4.08595 11.15918
Br: 2.76942 -1.24047 9.75624
Br: 0.27327 -3.00974 10.73255
H: 2.15977 -2.03900 12.03072
C: 5.42030 -1.22422 -1.29901
Br: 5.39320 -2.14881 -3.00473
Br: 6.88291 0.04550 -1.19615
Br: 3.71877 -0.38314 -0.89869
H: 5.59684 -1.97607 -0.53151
C: 3.54908 -6.31353 1.36257
Br: 2.96408 -8.04862 2.00402
Br: 4.77906 -6.46995 -0.12992
Br: 2.04892 -5.15940 0.94058
H: 4.09614 -5.84105 2.17713
C: 2.58314 -10.42178 -1.68884
Br: 4.39674 -10.19879 -1.03866
Br: 1.37683 -10.99013 -0.28001
Br: 1.94049 -8.82856 -2.58974
H: 2.60593 -11.21949 -2.42935
C: -1.55582 -6.68411 -7.69803
Br: -1.39567 -4.75066 -7.67030
Br: -0.24316 -7.53749 -6.54982
Br: -3.35963 -7.26357 -7.28314
H: -1.34419 -7.00604 -8.71628

=====

The following is a quantum chemistry calculation of a 2-piece molecular cluster, C23H27F2 overall at a distorted geometry, from OMol25.

The spin multiplicity is 1. The value obtained for the HOMO energy is -11.2232 eV. Its LUMO energy is -5.9 eV. As for the charge: +1. As for the largest force on an atom: 0.021 Eh/bohr. Its energy above the lowest of the compared OMol25 structures with the same formula, charge and spin is 0.000 eV. The calculation puts the electronic energy at -29716.6674 eV.

Geometry (Å):
C: -8.25926 5.55169 2.32612
C: -7.03094 5.30753 3.12078
C: -7.12345 4.60121 4.32165
F: -8.31994 4.10026 4.71189
C: -6.00092 4.37345 5.08561
C: -4.72394 4.77422 4.64711
C: -3.51102 4.49537 5.32789
C: -3.23767 3.65318 6.43568
C: -4.14799 2.73241 6.99208
C: -3.84855 2.03483 8.14087
F: -4.79176 1.25733 8.72641
C: -2.59260 2.16226 8.73816
C: -2.29539 1.40566 9.97868
C: -1.65181 2.99416 8.14599
C: -1.95928 3.72445 7.02640
C: -4.66192 5.51928 3.45111
C: -5.78909 5.77693 2.71386
H: -8.06768 6.22966 1.49378
H: -8.65383 4.62064 1.91900
H: -9.03765 5.99311 2.94865
H: -6.14632 3.95669 6.06316
H: -2.65190 5.01571 4.94087
H: -5.05932 2.47997 6.48589
H: -1.24896 1.50948 10.26573
H: -2.90891 1.76125 10.80622
H: -2.50583 0.34496 9.84378
H: -0.67280 3.06506 8.58647
H: -1.21888 4.37275 6.59073
H: -3.70703 5.88361 3.11447
H: -5.72172 6.34616 1.80318
C: -1.42934 7.58595 9.81529
C: -2.12995 7.67246 8.46816
C: -1.23470 8.32004 7.40909
C: -1.91631 8.52049 6.03902
H: -2.27811 7.54435 5.67581
C: -0.94497 9.16668 5.01200
C: -1.43114 10.62847 4.91667
C: -2.80428 10.63936 5.51745
C: -3.07936 9.48787 6.11815
H: -2.04664 7.12153 10.58615
H: -0.50846 7.00525 9.74067
H: -1.15055 8.57799 10.17536
H: -2.43668 6.67460 8.12482
H: -3.06418 8.24396 8.55814
H: -0.88700 9.29522 7.77448
H: -0.32472 7.71878 7.28348
H: 0.10003 9.08775 5.33271
H: -1.01405 8.66375 4.04045
H: -0.77593 11.29429 5.49212
H: -1.43748 11.00367 3.88562
H: -3.48803 11.46836 5.46479
H: -4.01799 9.26866 6.59560

=====

The following is a quantum chemistry calculation of C12H19N6O4SV as an isolated structure at a distorted geometry, from OMol25.

The spin multiplicity is 4. The value obtained for the HOMO energy (spin up / spin down) is -10.7815 / -11.0416 eV. Its LUMO energy (spin up / spin down) is -3.4 / -4.3 eV. As for the expectation value of S²: 3.79. As for the charge: +1. As for the largest force on an atom: 0.139 Eh/bohr. Its energy above the lowest of the compared OMol25 structures with the same formula, charge and spin is 2.156 eV. The calculation puts the electronic energy at -66396.4711 eV.

Geometry (Å):
V: -0.23604 0.46489 -0.69421
C: -2.35754 3.10309 4.40979
C: -3.09904 2.62029 3.16739
N: -2.37164 2.95459 1.95899
C: -1.48324 2.14179 1.40539
S: -0.60124 2.73559 -0.01491
N: -1.21724 0.95819 1.87829
N: -0.35314 0.26769 1.14589
C: 0.45766 -0.61621 1.69189
C: 0.32686 -1.01101 3.11989
C: 1.51326 -0.96891 0.78919
C: 2.44616 -1.99621 0.98519
C: 3.44886 -2.18291 0.06089
C: 3.52916 -1.31381 -1.02971
C: 2.57946 -0.31961 -1.15821
N: 1.57016 -0.14941 -0.30621
H: -2.89454 2.80019 5.30339
H: -1.35954 2.67289 4.44509
H: -2.27204 4.18609 4.40449
H: -3.21264 1.53499 3.18909
H: -4.08614 3.08389 3.10639
H: -2.39494 3.90779 1.62869
H: 0.24126 -0.10951 3.72919
H: -0.59654 -1.57551 3.25359
H: 1.16486 -1.60671 3.46559
H: 2.35976 -2.64241 1.84449
H: 4.16036 -2.98581 0.17709
H: 4.30756 -1.41431 -1.76931
H: 2.61916 0.38189 -1.98631
C: 0.43296 -3.01281 -4.64401
O: 0.03246 -2.81021 -3.29301
C: -0.03164 -1.61051 -2.74551
O: -0.27954 -1.52751 -1.55361
N: 0.27026 -0.53211 -3.52591
N: 0.07876 0.75849 -2.98821
H: 0.50646 -4.09351 -4.75801
H: 1.40916 -2.55911 -4.83591
H: -0.31944 -2.63371 -5.34231
H: 0.15186 -0.62051 -4.53231
H: -0.88594 1.07679 -3.19181
H: 0.73606 1.40739 -3.42111
O: -1.78544 0.71139 -1.17231
O: -2.50514 0.52439 -2.19691

=====

The following is a quantum chemistry calculation of an isolated ion of composition C7H10N3OP and charge +2 at a distorted geometry, from OMol25.

The spin multiplicity is 1. The value obtained for the HOMO energy is -16.7257 eV. Its LUMO energy is -9.2 eV. As for the charge: +2. As for the largest force on an atom: 0.087 Eh/bohr. Its energy above the lowest of the compared OMol25 structures with the same formula, charge and spin is 0.000 eV. The calculation puts the electronic energy at -23207.2315 eV.

Geometry (Å):
C: 1.49628 0.46369 1.93239
C: -0.02091 -0.07547 -0.05095
C: 1.34449 -0.39536 0.30172
C: -0.65525 0.53974 1.11433
C: -2.02201 -0.30836 -3.16148
C: -0.53302 -0.29083 -1.28348
C: -1.75068 0.21064 -1.90996
N: 2.12741 -1.06299 -0.46351
N: 0.09003 0.52659 2.19624
N: -1.92387 0.86033 1.20292
O: 2.19314 -0.42054 2.75567
P: 3.36209 -2.00450 -0.66613
H: 1.95909 1.50485 1.73415
H: -2.87434 0.15115 -3.53142
H: -1.57259 -1.23219 -3.64117
H: -0.15374 -1.07731 -1.89222
H: -2.29710 1.10591 -1.66545
H: -0.30229 0.50146 3.12139
H: -2.33592 0.90186 0.30478
H: -2.45366 1.20031 1.91123
H: 2.29656 0.11601 3.52242
H: 4.02630 -1.21498 -1.83148

=====

The following is a quantum chemistry calculation of an isolated ion of composition C3H2N2S3 and charge -2 at a distorted geometry, from OMol25.

The spin multiplicity is 1. The SMILES is S=C=CN/C([S-])=N/[S-]. The value obtained for the HOMO energy (spin up / spin down) is 1.0566 / 1.1368 eV. Its LUMO energy (spin up / spin down) is 5.3 / 5.3 eV. As for the charge: -2. As for the largest force on an atom: 0.043 Eh/bohr. Its energy above the lowest of the compared OMol25 structures with the same formula, charge and spin is 0.753 eV. The calculation puts the electronic energy at -38626.5807 eV.

Geometry (Å):
C: -0.36835 1.06462 0.66063
C: -1.31546 1.12885 -0.23872
C: 0.75875 -0.99731 -0.11025
N: 0.51964 -0.00571 0.83755
N: -0.05510 -1.05827 -1.08873
S: -2.57214 1.91463 -0.90026
S: -0.18428 -2.08157 -2.36481
S: 2.15197 -1.92910 0.31238
H: -0.21624 1.85333 1.40268
H: 1.28121 0.11053 1.48951